Entry 1:
DFT (ωB97M-V/def2-TZVPD) results for C26H62BaN2O32P6 as an isolated structure.

The geometry in XYZ format:
```
129
Properties=species:S:1:pos:R:3:forces:R:3
Ba -9.7015 26.9924 28.3122 0.6 -0.4 0.3
C -5.4236 29.1883 28.3315 -4.6 -0.6 0.0
C -4.2430 28.8386 28.8716 6.8 1.9 -0.7
C -4.0312 27.6250 29.7810 4.8 -1.1 2.2
O -2.9005 27.2760 30.3558 -3.0 2.1 -2.3
C -5.0874 26.8032 30.0354 -4.7 0.1 -1.7
C -6.3936 27.0980 29.4309 1.9 1.1 1.2
C -6.6027 28.4251 28.5563 3.0 0.0 -0.6
O -7.6876 28.6593 27.9656 -0.9 -0.5 0.4
O -7.4392 26.4584 29.6561 -1.0 -0.7 -0.2
O -3.2114 29.5386 28.4772 -2.3 -2.2 1.6
H -5.4332 30.0981 27.7497 -0.2 0.0 -0.1
H -4.9455 25.9592 30.6942 -0.2 -0.1 -0.1
C -5.3308 31.7451 25.6344 0.1 0.1 -0.7
N -5.3303 32.8801 24.6247 1.7 -0.3 1.5
O -4.2212 33.2854 24.2809 -1.3 -0.2 -0.2
O -6.4048 33.3595 24.3709 -0.2 0.3 -0.6
H -4.3654 31.2405 25.5956 -0.2 0.1 0.0
H -6.1602 31.1047 25.3342 0.1 0.0 0.3
H -5.4837 32.2030 26.6117 -0.1 -0.1 -0.1
C -5.5903 25.6526 33.2061 0.8 0.1 -0.3
N -5.6716 25.3449 34.6467 0.7 -2.1 1.3
O -4.6382 25.4859 35.3350 -2.4 0.2 -1.3
O -6.7089 24.7901 35.0281 1.1 1.0 0.0
H -4.7982 25.0295 32.7908 0.5 0.3 0.4
H -5.3073 26.7050 33.1843 -0.2 -0.1 -0.7
H -6.4529 25.3103 32.6344 -0.3 0.7 0.6
C -9.5885 30.6045 26.4237 1.8 0.4 0.8
O -10.1349 30.2800 25.1624 -2.3 -2.4 -1.5
P -11.1548 28.9725 24.9988 1.1 1.8 -0.2
O -10.9258 27.9839 26.0998 -0.7 0.6 -1.5
O -12.6053 29.7047 25.0407 0.5 -1.6 -0.2
C -13.7925 28.8792 25.1656 -0.9 0.4 1.6
O -11.0063 28.4988 23.4101 0.2 0.6 2.8
C -11.7598 27.3668 22.9647 -1.2 -0.6 -0.2
H -8.5024 30.5144 26.4031 0.1 -0.7 -0.4
H -9.8797 29.9708 27.2613 -0.5 0.2 -0.2
H -9.6284 31.6715 26.6430 -1.2 0.1 -0.1
H -14.4716 28.8741 24.3130 0.6 0.2 -0.3
H -14.3569 29.2849 26.0052 -0.1 0.7 -0.2
H -13.6987 27.8778 25.5856 1.0 -0.3 -0.7
H -11.1488 26.5147 22.6668 0.4 0.4 0.0
H -12.4294 27.6555 22.1546 0.5 0.3 -0.4
H -12.4977 26.9608 23.6566 0.4 0.2 0.8
C -10.7343 20.9580 30.2031 1.9 -1.9 1.4
O -10.6804 22.1596 29.5258 -0.2 2.2 -1.6
P -9.4444 22.7915 28.7033 0.1 0.6 -0.7
O -9.7638 24.1642 28.1227 0.6 -2.6 1.8
O -8.1638 22.6420 29.7144 -1.8 0.1 -1.7
C -7.9589 23.6156 30.7435 1.0 0.3 0.6
O -9.1586 21.6890 27.5574 -0.4 0.3 1.5
C -8.1412 21.9175 26.5751 0.1 0.3 -0.6
H -11.5783 20.2838 30.0571 -0.3 0.6 -0.8
H -10.6587 21.0843 31.2831 -0.2 0.6 0.1
H -9.8138 20.4133 29.9930 -0.1 -0.5 -0.2
H -7.0891 24.2235 30.4947 -0.4 0.2 -0.4
H -7.6467 23.0931 31.6477 -0.5 -0.3 0.1
H -8.8152 24.2618 30.9364 0.0 -0.1 -0.2
H -7.7848 20.9989 26.1088 -0.1 -0.4 0.8
H -7.3114 22.4562 27.0326 0.0 0.0 -0.3
H -8.5756 22.4338 25.7190 0.0 0.6 0.4
C -12.1276 31.0425 30.5027 -0.1 2.4 -1.2
O -11.2920 30.6721 31.5610 0.5 -1.7 0.5
P -9.8555 30.0389 31.2741 1.6 -0.2 -0.6
O -9.7956 28.9435 30.2340 -0.4 2.1 1.7
O -8.9007 31.3537 30.9829 -1.7 -2.2 0.9
C -8.6325 31.7617 29.6564 0.9 0.1 -0.6
O -9.3540 29.5726 32.7135 -0.7 0.2 -1.1
C -9.4238 30.4161 33.8660 -0.1 1.2 0.3
H -12.1791 32.1239 30.6285 -0.6 0.2 -0.1
H -13.1452 30.6554 30.4499 0.3 -0.5 0.7
H -11.6898 30.9655 29.5074 0.3 -0.7 0.0
H -8.6668 30.9442 28.9362 -0.2 -0.2 0.2
H -7.5881 32.0722 29.6855 -0.1 0.4 -0.2
H -9.2935 32.5722 29.3494 0.0 0.1 0.1
H -9.9918 31.3321 33.7039 -0.3 -0.1 -0.4
H -8.4348 30.8031 34.1114 0.1 -0.6 0.1
H -9.9225 29.9132 34.6946 0.4 -0.4 -0.2
C -2.2554 27.8303 25.8155 0.1 1.4 0.7
O -1.7661 26.5215 25.9127 1.0 -2.4 1.5
P -0.9019 26.0100 27.2267 -0.2 1.8 0.1
O -0.4025 27.1185 28.0778 -0.5 -1.9 -1.1
O -1.8763 24.8953 27.8722 -0.6 2.1 -2.1
C -1.6713 24.2326 29.0551 0.6 -1.1 2.0
O 0.2696 25.1114 26.5816 -0.7 0.1 0.2
C -0.1044 23.9477 25.8685 0.0 -1.2 -1.0
H -1.6903 28.5079 26.4555 0.4 0.1 -0.2
H -3.2483 27.9621 26.2453 -0.4 -0.4 -0.3
H -2.1810 28.1151 24.7660 -0.2 0.1 0.1
H -1.8227 23.1707 28.8613 0.4 -0.2 0.0
H -2.3556 24.4550 29.8739 -0.5 0.7 -0.4
H -0.6955 24.4463 29.4914 0.2 -0.3 -0.2
H 0.6274 23.1420 25.9259 0.5 0.4 0.6
H -0.1825 24.1114 24.7937 -0.2 0.6 0.0
H -1.0271 23.4691 26.1967 -0.2 0.5 0.2
C -13.0673 23.9300 31.5117 0.5 -1.7 0.6
O -12.5344 24.8086 32.5200 1.0 2.7 -1.5
P -11.5836 26.0776 32.0554 1.5 1.1 2.0
O -10.9859 26.1627 30.6832 -1.5 -0.8 1.1
O -12.4165 27.4293 32.4754 1.0 -2.1 0.1
C -13.7566 27.6194 32.0069 0.9 0.7 -0.5
O -10.4058 26.0719 33.2194 -1.7 0.1 -2.3
C -9.0427 26.4391 32.8856 1.3 -0.4 0.9
H -12.5236 23.9385 30.5670 0.1 0.2 0.1
H -14.1427 23.9409 31.3343 0.0 1.0 0.2
H -12.8948 22.9890 32.0342 0.0 -0.5 -0.7
H -13.8168 27.1581 31.0211 -0.6 -0.1 0.0
H -13.7782 28.7019 31.8811 -0.6 0.0 -0.1
H -14.5111 27.3035 32.7273 0.2 -0.2 -0.1
H -8.7451 26.8349 31.9146 -1.1 0.1 -0.3
H -8.3978 25.5722 33.0289 -0.5 -0.3 0.1
H -8.6833 27.1361 33.6427 -0.4 0.2 0.0
C -7.2485 23.5403 23.3254 0.6 -0.6 -0.4
O -8.0583 24.2334 24.2721 0.5 1.4 1.2
P -7.4048 25.3554 25.2649 0.8 -0.4 -0.8
O -8.4126 26.0494 26.1139 1.2 -0.8 -1.1
O -6.2349 24.5293 26.0198 -2.4 0.2 -1.3
C -5.1466 25.0876 26.7242 0.8 0.6 0.7
O -6.5857 26.2797 24.2012 -1.0 -0.8 0.7
C -5.9911 27.4879 24.6440 0.6 1.5 0.5
H -7.6040 22.5190 23.1884 -0.3 0.0 0.4
H -6.2151 23.4699 23.6648 0.0 0.1 0.0
H -7.2764 23.9657 22.3222 -0.1 0.6 0.2
H -5.1681 26.1710 26.8414 -0.3 0.1 -0.2
H -4.2333 24.8417 26.1824 0.0 -0.2 0.3
H -5.1850 24.6961 27.7408 0.3 -0.2 -0.1
H -4.9036 27.4628 24.7133 0.0 -0.8 0.1
H -6.3793 27.8268 25.6045 -0.1 -0.1 0.1
H -6.1303 28.3215 23.9557 -0.7 -0.3 -0.4
```
Forces are in eV/Å.

**Total charge**: 0
**Energy**: -5619.0390 hartree

---

Entry 2:
DFT (ωB97M-V/def2-TZVPD) results for C68H65CoN7O6Si2Te as an isolated structure.

The geometry in XYZ format:
```
150
Properties=species:S:1:pos:R:3:forces:R:3
Co 0.0246 -0.6534 0.6756 -0.7 -0.4 -0.1
C 5.1742 -8.8716 0.1666 0.0 -0.1 0.0
O 5.7215 -7.5899 0.3965 0.1 0.1 0.0
C 4.8603 -6.5461 0.5084 -0.2 0.1 0.0
C 5.4272 -5.2796 0.6200 0.2 0.0 0.0
C 4.6268 -4.1547 0.6847 0.0 0.0 0.0
C 3.2392 -4.2636 0.6401 0.0 0.0 -0.2
C 2.6814 -5.5398 0.5819 0.1 0.1 0.0
C 3.4744 -6.6735 0.5173 0.0 -0.1 0.0
C 2.3241 -3.0935 0.6420 -0.4 0.1 0.3
C 2.1439 -2.3834 1.8250 0.2 -0.1 -0.2
C 2.7076 -2.7713 3.0888 0.0 0.1 0.2
C 2.0317 -2.0887 4.0442 0.2 -0.2 0.1
C 1.1210 -1.2087 3.3609 0.0 0.3 0.0
N 1.2075 -1.4037 2.0164 0.4 0.1 0.1
C 0.3108 -0.2266 3.9341 0.2 -0.4 -0.1
C -0.2192 0.8412 3.1359 -0.2 0.7 -0.3
C -0.5757 2.1171 3.6550 0.3 -0.3 0.2
C -1.0223 2.8608 2.5953 -0.1 0.0 -0.4
C -1.0004 2.0043 1.4628 0.1 0.5 0.1
C -1.8798 2.1578 0.3663 -0.5 -0.9 0.5
C -2.8521 3.2946 0.4443 0.1 0.1 -0.2
C -3.9880 3.1262 1.2295 0.0 0.1 0.0
C -4.9281 4.1364 1.3713 -0.2 0.1 0.0
C -4.7559 5.3393 0.6967 0.2 0.0 -0.1
O -5.6261 6.3818 0.7378 0.0 0.0 0.0
C -6.8111 6.2236 1.4889 -0.1 0.0 0.0
C -3.6202 5.5240 -0.0860 -0.1 0.0 0.0
C -2.6772 4.5197 -0.1946 0.0 0.0 0.0
C -2.2538 1.0163 -0.3728 0.3 0.2 0.1
N -1.5490 -0.1607 -0.4048 -0.1 0.3 -0.2
C -2.3419 -1.0586 -1.0743 0.2 -0.2 -0.4
C -1.9232 -2.3045 -1.5148 -0.3 0.5 0.2
C -2.8934 -3.3072 -2.0166 0.0 0.0 0.2
C -3.7576 -3.8728 -1.0710 0.0 -0.1 -0.1
C -4.5370 -4.9656 -1.3851 -0.1 0.0 0.0
C -4.4888 -5.5172 -2.6647 0.1 0.1 0.1
O -5.2436 -6.6295 -2.8581 0.0 0.0 0.0
C -5.2081 -7.2411 -4.1300 0.0 0.0 -0.1
C -3.6841 -4.9276 -3.6310 -0.1 -0.1 -0.1
C -2.8925 -3.8342 -3.2995 0.0 0.1 0.1
C -0.5599 -2.7275 -1.3443 0.7 -0.5 0.1
C 0.1184 -3.7142 -2.1092 -0.4 0.3 -0.1
C 1.3703 -3.8451 -1.5639 0.2 0.2 0.3
C 1.4123 -2.9901 -0.4319 0.1 -0.3 -0.4
N 0.2454 -2.2607 -0.3641 -0.2 -0.6 -0.2
C -3.5841 -0.4386 -1.4463 -0.2 0.2 0.1
C -3.5082 0.8584 -1.0523 -0.1 -0.2 -0.1
N -0.4195 0.8053 1.8012 -0.1 0.2 0.8
C -0.1510 -0.2980 5.3333 -0.1 0.1 0.0
C 0.6666 -0.4483 6.4541 0.0 0.1 -0.1
C 0.1251 -0.5932 7.7166 0.0 0.0 0.1
C -1.2543 -0.5888 7.9039 0.0 0.1 -0.1
O -1.6927 -0.7719 9.1789 0.1 0.0 0.0
C -3.0712 -0.5915 9.4349 -0.1 0.0 0.0
C -2.0855 -0.3930 6.8040 0.0 0.0 0.1
C -1.5320 -0.2485 5.5432 0.1 0.0 0.1
H 4.5678 -8.8879 -0.7436 0.0 0.0 0.0
H 4.5621 -9.2078 1.0083 0.0 0.0 0.0
H 6.0214 -9.5418 0.0489 0.0 0.0 0.0
H 6.5063 -5.1999 0.6341 0.0 0.0 0.0
H 5.0850 -3.1745 0.7448 0.0 0.0 0.0
H 1.6048 -5.6432 0.6000 0.0 0.0 -0.1
H 2.9991 -7.6428 0.4688 0.0 0.0 0.0
H 3.4899 -3.5020 3.2137 -0.1 0.0 0.1
H 2.1517 -2.1640 5.1116 0.0 0.0 0.0
H -0.4982 2.4120 4.6891 0.0 0.0 0.0
H -1.3764 3.8787 2.5979 -0.1 0.0 0.0
H -4.1384 2.1948 1.7616 0.0 0.0 0.0
H -5.7847 3.9817 2.0127 0.0 -0.1 0.0
H -7.3984 7.1200 1.3068 0.0 0.0 0.0
H -6.6020 6.1408 2.5597 0.0 0.0 0.0
H -7.3819 5.3486 1.1652 0.0 0.0 0.0
H -3.4985 6.4680 -0.6012 0.0 0.0 0.0
H -1.7789 4.6916 -0.7704 0.0 0.0 -0.1
H -3.7711 -3.4740 -0.0645 0.0 0.0 0.0
H -5.1736 -5.4295 -0.6432 0.0 0.0 0.0
H -4.1851 -7.4610 -4.4474 0.0 0.0 0.0
H -5.6925 -6.6135 -4.8840 0.0 0.0 0.0
H -5.7552 -8.1751 -4.0299 0.0 0.0 0.0
H -3.6474 -5.3194 -4.6380 0.0 0.0 0.0
H -2.2605 -3.3889 -4.0579 0.0 0.0 0.0
H -0.2789 -4.2259 -2.9682 0.0 -0.1 0.0
H 2.1706 -4.4808 -1.9031 0.0 -0.1 0.1
H -4.3859 -0.9374 -1.9667 0.0 0.0 0.0
H -4.2415 1.6390 -1.1760 0.0 0.0 0.0
H 1.7422 -0.4080 6.3398 0.0 -0.1 0.0
H 0.7590 -0.7064 8.5863 0.0 0.0 0.0
H -3.3560 0.4577 9.3135 0.0 0.0 0.0
H -3.2312 -0.8946 10.4661 0.0 0.0 0.0
H -3.6949 -1.2106 8.7865 0.0 0.0 0.0
H -3.1597 -0.3503 6.9082 0.0 0.0 0.0
H -2.1927 -0.1109 4.6976 0.0 0.0 0.0
O 6.0377 -0.0630 -3.7395 -0.3 0.1 0.1
N 6.3463 -0.0549 -2.5620 1.0 -0.2 -0.6
O 7.5073 -0.1423 -2.1976 -0.1 -0.1 0.1
C 5.3313 0.0959 -1.5410 -0.5 0.1 1.2
C 5.7953 0.3565 -0.2886 0.3 -0.1 -0.9
C 4.9174 0.6943 0.7567 -0.7 0.1 0.5
C 5.3988 1.1032 2.0166 0.1 -0.1 -0.2
C 4.5182 1.5931 2.9358 0.0 0.0 0.1
C 3.1629 1.6669 2.5845 -0.1 -0.1 -0.1
N 2.6758 1.2210 1.4483 -0.3 0.1 0.1
C 3.5198 0.7181 0.5411 0.3 0.0 0.0
C 2.9956 0.2366 -0.7278 0.1 -0.1 -0.6
N 1.6581 0.0615 -0.8810 0.5 0.2 0.1
C 1.2056 -0.2997 -2.0682 -0.1 0.1 0.3
C 2.0185 -0.5592 -3.1599 0.3 -0.1 -0.2
C 3.3733 -0.4298 -3.0274 -0.2 0.0 0.0
C 3.9110 -0.0192 -1.7939 -0.1 0.0 0.0
H 6.8628 0.3824 -0.1253 0.0 0.0 0.0
H 6.4596 1.0447 2.2280 0.0 0.0 0.0
H 4.8525 1.9400 3.9039 0.0 0.0 0.0
H 2.4504 2.1160 3.2668 -0.1 0.0 0.0
H 0.1356 -0.4320 -2.1480 0.0 0.1 0.0
H 1.5896 -0.8868 -4.0963 0.0 0.0 0.0
H 4.0221 -0.6383 -3.8567 0.0 0.0 0.0
C 3.1220 6.6980 -2.2449 -0.2 -0.1 0.2
Si 1.8142 5.6077 -1.4213 -0.1 0.1 -0.1
C 0.6442 6.6639 -0.3771 0.3 -0.2 -0.1
C 2.6649 4.3010 -0.3550 -0.1 0.2 -0.2
C 0.7825 4.7638 -2.7724 0.4 -0.2 0.2
Te -0.0289 2.8959 -2.0441 0.0 0.5 -0.6
C -1.8024 3.0562 -3.2618 0.1 -0.3 -0.2
Si -1.6655 2.2316 -4.9569 0.0 0.1 0.0
C -3.2748 2.5130 -5.9102 0.2 0.0 0.1
C -1.3996 0.3749 -4.7335 0.0 0.2 0.0
C -0.2279 2.9915 -5.9175 -0.2 -0.1 0.1
H 3.7000 7.2384 -1.4921 0.0 0.0 0.0
H 2.6727 7.4364 -2.9110 0.0 0.0 0.0
H 3.8256 6.1009 -2.8278 0.0 0.0 0.0
H 1.2018 7.3696 0.2417 0.0 0.0 0.0
H 0.0418 6.0452 0.2909 0.0 0.0 0.0
H -0.0328 7.2458 -1.0055 0.0 0.0 0.0
H 3.3078 4.7679 0.3944 0.0 0.0 0.0
H 3.3004 3.6518 -0.9639 0.0 0.0 0.0
H 1.9433 3.6689 0.1699 0.0 0.0 0.0
H 1.3867 4.5541 -3.6555 0.0 0.0 0.0
H -0.0469 5.3970 -3.0904 -0.1 0.0 0.1
H -2.0480 4.1166 -3.3405 0.1 0.0 0.1
H -2.5956 2.5789 -2.6881 -0.1 0.0 0.0
H -4.1184 2.0081 -5.4363 0.0 0.0 0.0
H -3.1833 2.1285 -6.9282 0.0 0.0 0.0
H -3.5184 3.5747 -5.9795 0.0 0.0 0.0
H -1.9661 -0.0089 -3.8813 0.0 0.0 0.0
H -0.3468 0.1510 -4.5621 0.0 0.0 0.0
H -1.7218 -0.1801 -5.6168 0.0 0.0 -0.1
H -0.3489 4.0693 -6.0421 0.0 0.0 0.0
H -0.1501 2.5516 -6.9139 0.0 0.0 0.0
H 0.7202 2.8185 -5.4036 0.0 0.0 0.0
```
Forces are in eV/Å.

**Total charge**: 0
**Multiplicity**: 4
**Energy**: -5694.6994 hartree
**Expectation value of S²**: 3.876

---

Entry 3:
DFT (ωB97M-V/def2-TZVPD) results for C29H31FeSn as an isolated structure.

The geometry in XYZ format:
```
62
Properties=species:S:1:pos:R:3:forces:R:3
C 5.2991 0.8649 3.1498 -0.3 -1.4 0.2
C 4.2249 0.6923 4.1184 0.5 -1.2 -0.5
C 3.2300 -0.1947 3.5330 1.2 -0.5 -0.2
C 3.6876 -0.5704 2.2052 0.7 0.0 1.0
C 4.9631 0.0872 1.9654 0.0 -0.7 1.1
Fe 3.5618 1.4056 2.4070 1.5 0.4 0.6
C 3.9510 3.1140 1.4705 -0.9 0.4 0.2
C 3.3702 3.3413 2.7814 -0.6 0.3 -1.0
C 2.1153 2.6347 2.8447 -0.6 0.5 -1.7
C 1.8630 1.9892 1.5301 0.5 1.3 0.0
C 0.7508 1.1629 1.1854 -0.3 0.1 0.2
C -0.4965 1.2640 1.8499 0.7 0.0 -0.5
C -1.4128 0.1759 1.8517 -0.5 0.1 0.1
C -2.6737 0.3084 2.4128 0.1 0.3 -0.1
C -3.0623 1.5123 3.0241 -0.4 -0.1 0.2
C -2.1627 2.5849 3.0755 0.3 -0.4 -0.3
C -0.9113 2.4753 2.4907 -0.4 -0.1 0.3
C 3.0576 2.2704 0.7143 -1.4 0.9 0.4
H 6.2141 1.4342 3.3018 -0.4 0.0 -0.1
H 4.1930 1.1039 5.1253 -0.1 0.1 -0.4
H 2.3352 -0.5696 4.0258 0.1 0.4 -0.3
H 3.1939 -1.2751 1.5389 0.0 0.5 0.1
H 5.5842 -0.0343 1.0799 -0.3 0.2 0.2
H 4.8707 3.5625 1.0996 -0.1 -0.4 0.2
H 3.7792 3.9777 3.5652 0.1 -0.4 -0.2
H 1.3955 2.6309 3.6587 0.5 -0.2 -0.1
H 0.9249 0.3684 0.4613 -0.1 0.0 0.3
H -1.0905 -0.7710 1.4126 -0.1 0.3 0.1
H -3.3722 -0.5301 2.3766 0.1 0.2 0.0
H -4.0569 1.6197 3.4559 0.2 -0.1 -0.1
H -2.4408 3.5178 3.5665 0.0 -0.1 -0.1
H -0.2379 3.3314 2.4961 -0.2 -0.2 -0.1
H 3.1443 1.9699 -0.3292 0.2 0.0 0.4
C -2.7787 -4.2205 -3.7695 0.1 -0.1 0.1
Sn -1.4521 -3.2987 -2.3537 0.2 1.8 -0.1
C -2.4896 -2.5657 -0.6340 0.0 -0.4 -0.1
C 0.3454 -4.4138 -2.0004 -0.2 -0.1 0.0
C -0.6403 -1.3057 -3.3647 -1.0 -1.7 0.4
C -1.8291 -0.4569 -3.5729 0.1 0.0 0.3
C -1.7524 0.6222 -2.6387 -0.3 -0.6 -0.8
C -2.7487 1.6107 -2.6521 0.0 -0.2 -0.2
C -3.8222 1.4757 -3.5385 0.2 0.0 0.2
C -3.9273 0.3646 -4.3989 0.3 -0.1 0.0
C -2.9160 -0.6015 -4.4385 -0.1 0.3 0.2
C -0.5415 0.4655 -1.8660 0.8 -0.5 -0.6
C 0.1517 -0.6483 -2.3251 -0.5 1.3 0.4
H -2.2342 -4.4417 -4.6940 -0.2 0.0 0.1
H -3.1450 -5.1531 -3.3226 0.0 0.2 -0.2
H -3.6183 -3.5485 -3.9784 0.2 -0.2 0.1
H -1.8003 -2.0179 0.0122 -0.2 -0.1 -0.1
H -3.2921 -1.8942 -0.9580 0.2 -0.1 0.1
H -2.9077 -3.4270 -0.1003 0.0 0.3 0.1
H 1.0209 -3.8276 -1.3687 -0.2 -0.2 -0.1
H 0.0811 -5.3524 -1.4999 0.2 0.1 -0.1
H 0.8259 -4.6303 -2.9613 0.0 0.0 0.2
H -0.2380 -1.9177 -4.1761 0.4 0.7 -0.1
H -2.6385 2.4726 -1.9939 -0.2 -0.2 -0.1
H -4.5930 2.2490 -3.5702 0.2 -0.3 0.1
H -4.8015 0.2599 -5.0464 0.3 0.1 0.2
H -2.9487 -1.4563 -5.1188 -0.1 0.3 0.1
H -0.2433 1.1868 -1.1096 0.1 -0.4 0.1
H 1.1418 -0.9835 -2.0057 -0.4 0.2 0.0
```
Forces are in eV/Å.

**Total charge**: -1
**Energy**: -2601.5657 hartree

---

Entry 4:
DFT (ωB97M-V/def2-TZVPD) results for a 2-piece molecular cluster, C4H11N3O2 overall.

The geometry in XYZ format:
```
20
Properties=species:S:1:pos:R:3:forces:R:3
H 0.4658 -0.1651 1.2441 -0.3 0.7 0.8
N 0.2826 0.6353 0.6533 0.1 -0.8 -1.4
C -0.2140 1.7632 0.8858 1.9 0.3 -0.2
N -0.4338 2.3988 2.0654 -0.7 -0.1 0.1
N -0.4029 2.6965 -0.1906 -1.4 0.0 0.0
C 0.2276 2.3740 -1.4557 1.2 0.1 0.3
H -0.5943 3.3855 1.9790 0.1 0.0 0.4
H -0.1750 1.9623 2.9275 -0.1 0.1 0.1
H -1.4110 2.6447 -0.3422 0.0 0.6 0.0
H 0.0443 1.3545 -1.7391 -0.2 -0.5 -0.5
H 1.3104 2.4843 -1.3463 0.0 -0.2 0.1
H -0.0200 3.0854 -2.2396 -0.5 0.0 0.1
C -0.0044 -4.0274 -0.3329 1.3 -1.4 0.8
C 0.1988 -2.5918 -0.0493 -2.2 2.7 -1.6
O -0.1782 -2.0107 0.9317 0.4 -1.3 2.2
O 0.4540 -1.8105 -1.1076 1.3 -1.2 -1.7
H 0.2939 -4.4479 -1.2880 -0.2 0.7 -0.3
H -1.0170 -4.3166 -0.0733 -0.1 0.2 0.0
H 0.6533 -4.5529 0.3739 -0.3 0.0 0.1
H 0.5198 -0.8617 -0.8958 -0.3 0.1 0.8
```
Forces are in eV/Å.

**Total charge**: 0
**SMILES string**: [H]/N=C(\N)NC.CC(=O)O
**Energy**: -473.7572 hartree
**ΔE to the lowest compared entry with this formula, charge and spin**: 1.240 eV